[1]
The following is a quantum chemistry calculation of a 2-piece molecular cluster, C4H12NS2 overall at a distorted geometry, from the Open Molecules 2025 dataset.

```
19
Properties=species:S:1:pos:R:3:nbo_charge:R:1
N -1.34 -2.22 4.13 -1.0569
C 2.21 0.16 0.04 -0.0804
C 2.92 -1.13 -0.07 -0.6910
C 1.85 0.93 -1.07 -0.2345
S 0.19 -0.02 -0.14 0.1499
S -1.23 0.80 -1.48 0.1920
C -2.97 1.25 -1.17 -0.7412
H -0.71 -1.76 3.45 0.3336
H -1.10 -1.76 5.00 0.3626
H -1.03 -3.18 4.13 0.3619
H 2.34 0.65 1.00 0.2702
H 2.27 -1.96 0.24 0.2830
H 3.72 -1.20 0.66 0.2815
H 3.28 -1.41 -1.06 0.2592
H 1.58 1.98 -0.97 0.2711
H 1.78 0.47 -2.05 0.2580
H -3.11 1.18 -0.09 0.2584
H -3.67 0.60 -1.70 0.2677
H -3.22 2.27 -1.45 0.2548
```

**Frontier orbital gap**: 6.26 eV
**Net charge**: +1
**LUMO level**: -6.31 eV
**HOMO**: -12.562 eV
**F_max**: 0.05103 Eh/bohr
**ΔE to the lowest compared entry with this formula, charge and spin**: 399.1 kJ/mol



[2]
The following is a quantum chemistry calculation of C37H43BrCl5GeN3O9W as an isolated structure at a distorted geometry, from the Open Molecules 2025 dataset.

```
100
Properties=species:S:1:pos:R:3:mulliken_spin:R:1
W 0.75 -0.40 0.44 0.6373
C -2.59 -1.67 3.84 -0.0010
C -2.66 -0.56 2.78 0.0058
C -3.16 0.73 3.43 0.0023
C -3.59 -0.97 1.65 -0.0019
O -1.34 -0.36 2.21 0.0681
Ge -0.08 0.42 3.31 0.0066
O 0.81 1.34 1.88 0.0654
C 1.08 2.77 2.06 -0.0078
C 2.32 2.86 2.93 0.0003
C 1.32 3.41 0.71 0.0034
C -0.11 3.45 2.73 0.0002
O 1.16 -1.04 2.28 -0.0238
C 2.24 -1.68 3.12 0.0247
C 3.57 -1.10 2.69 -0.0033
C 2.21 -3.20 3.01 0.0034
C 1.98 -1.31 4.57 0.0011
H -3.53 -1.74 4.38 -0.0008
H -1.80 -1.45 4.56 0.0007
H -2.37 -2.64 3.39 0.0006
H -4.21 0.62 3.72 -0.0009
H -3.07 1.56 2.74 -0.0004
H -2.60 0.96 4.34 0.0000
H -4.60 -1.13 2.04 -0.0002
H -3.26 -1.91 1.20 -0.0001
H -3.64 -0.19 0.89 -0.0005
H 3.15 2.34 2.46 -0.0015
H 2.14 2.43 3.92 0.0006
H 2.61 3.91 3.07 -0.0005
H 2.25 3.05 0.26 -0.0005
H 1.42 4.49 0.85 -0.0008
H 0.49 3.23 0.02 0.0000
H -0.34 3.00 3.70 0.0010
H -1.00 3.40 2.11 -0.0005
H 0.13 4.49 2.92 -0.0001
H 3.60 -0.03 2.88 0.0014
H 3.77 -1.28 1.64 0.0008
H 4.37 -1.58 3.26 -0.0008
H 2.65 -3.57 2.09 0.0000
H 1.19 -3.58 3.11 -0.0001
H 2.79 -3.60 3.84 0.0000
H 2.07 -0.24 4.74 0.0003
H 2.75 -1.79 5.18 -0.0007
H 1.01 -1.66 4.92 0.0008
C -3.94 -2.11 -1.86 0.0002
C -2.48 -2.03 -2.19 -0.0030
C -1.96 -2.44 -3.41 0.0021
C -0.61 -2.27 -3.65 -0.0044
C 0.20 -1.73 -2.67 -0.0250
Br 1.99 -1.48 -3.13 0.0013
N -0.26 -1.37 -1.46 0.0517
C -1.59 -1.51 -1.28 -0.0298
H -4.51 -2.45 -2.72 -0.0003
H -4.32 -1.13 -1.57 -0.0002
H -4.12 -2.80 -1.04 -0.0001
H -2.61 -2.85 -4.17 -0.0001
H -0.17 -2.54 -4.60 0.0006
H -1.96 -1.15 -0.33 0.0311
O -2.15 2.07 0.64 -0.0009
C -1.68 1.53 -0.32 -0.0034
O -0.57 0.74 -0.23 0.0510
C -2.23 1.63 -1.69 -0.0026
C -1.44 1.35 -2.80 0.0053
C -1.95 1.46 -4.09 0.0008
C -3.27 1.83 -4.20 -0.0008
O -4.00 1.99 -5.33 -0.0001
C -5.31 2.41 -4.92 0.0000
O -5.32 2.45 -3.50 -0.0001
C -4.06 2.11 -3.09 0.0003
C -3.57 2.03 -1.82 0.0000
H -0.40 1.11 -2.66 -0.0055
H -1.34 1.29 -4.96 -0.0001
H -6.05 1.69 -5.28 0.0000
H -5.51 3.41 -5.32 0.0000
H -4.17 2.27 -0.95 0.0003
C 3.74 3.62 -4.06 -0.0007
N 3.45 2.70 -2.96 0.0080
C 4.43 2.30 -2.12 0.0059
C 4.18 1.46 -1.09 0.0036
C 2.84 1.05 -0.94 0.0143
O 2.52 0.23 0.05 0.1044
N 1.87 1.44 -1.72 0.0238
C 2.11 2.29 -2.77 0.0033
O 1.25 2.68 -3.53 -0.0012
H 4.73 3.41 -4.44 0.0002
H 3.69 4.65 -3.72 0.0006
H 3.00 3.47 -4.83 0.0000
H 5.42 2.68 -2.34 0.0000
H 4.96 1.12 -0.42 -0.0012
Cl 4.19 -1.93 -0.74 0.0015
C 2.83 -2.97 -0.44 0.0335
C 1.60 -2.51 0.05 0.0469
C 0.69 -3.54 0.32 -0.0798
Cl -0.80 -3.12 1.12 0.0048
C 0.90 -4.89 0.08 -0.0100
Cl -0.31 -6.05 0.44 0.0000
C 2.12 -5.29 -0.45 0.0021
Cl 2.41 -6.94 -0.78 0.0005
C 3.09 -4.33 -0.69 -0.0068
Cl 4.61 -4.84 -1.32 -0.0005
```

**Multiplicity**: 2
**Frontier orbital gap (alpha / beta)**: 6.44 / 6.68 eV
**Net charge**: +1
**LUMO level (alpha / beta)**: -4.04 / -3.79 eV
**HOMO (alpha / beta)**: -10.474 / -10.475 eV
**F_max**: 0.02476 Eh/bohr
**ΔE to the lowest compared entry with this formula, charge and spin**: 81.9 kJ/mol



[3]
The following is a quantum chemistry calculation of a 2-piece molecular cluster, C3H8ClN overall at a distorted geometry, from the Open Molecules 2025 dataset.

```
13
Properties=species:S:1:pos:R:3:nbo_charge:R:1
C 0.33 -0.72 1.24 -0.5729
C 0.58 -0.30 -0.02 0.2263
C -0.43 -0.26 -1.11 -0.6688
N 1.84 0.06 -0.40 -0.8314
H 1.10 -0.82 1.90 0.1833
H -0.62 -1.02 1.56 0.1926
H -0.04 -0.45 -2.08 0.2147
H -1.05 -1.10 -0.95 0.2313
H -0.93 0.72 -1.13 0.2301
H 2.00 0.62 -1.22 0.3972
H 2.58 -0.24 0.32 0.3971
Cl -2.89 2.28 0.70 -0.2549
H -2.47 1.24 1.21 0.2555
```

**Frontier orbital gap**: 8.91 eV
**LUMO level**: 0.99 eV
**HOMO**: -7.913 eV
**F_max**: 0.06360 Eh/bohr
**ΔE to the lowest compared entry with this formula, charge and spin**: 51.9 kJ/mol



Q: The highest ΔE to the lowest compared entry with this formula, charge and spin belongs to which entry?
A: C4H12NS2



Q: What is the F_max in the second record?
A: 0.02476 Eh/bohr



Q: Which of these has the highest F_max?
A: C3H8ClN



Q: Among the records above, which one has the lowest ΔE to the lowest compared entry with this formula, charge and spin?
A: C3H8ClN